[1]
ORCA calculation (ωB97M-V with the def2-TZVPD basis set) on a molecular structure, C26H30BF5N4O2Tc.

```
! RIJCOSX wB97M-V def2-TZVPD def2/J DEFGRID3
* xyz 2 2
Tc 1.470 -0.757 -0.198
C 1.606 0.507 2.414
N 0.930 -0.694 1.839
C -0.546 -0.562 2.021
C -1.238 -1.455 1.028
C -1.562 -2.753 1.353
C -1.982 -3.646 0.376
C -2.049 -3.217 -0.940
C -1.798 -1.897 -1.217
N -1.434 -1.010 -0.252
C 1.475 -1.953 2.433
C 1.416 -3.131 1.490
C 1.462 -4.430 1.962
C 1.512 -5.476 1.053
C 1.510 -5.191 -0.304
C 1.469 -3.869 -0.703
N 1.418 -2.857 0.174
C 1.602 1.664 1.451
C 1.688 2.970 1.887
C 1.899 3.981 0.958
C 2.011 3.647 -0.380
C 1.882 2.320 -0.747
N 1.668 1.345 0.142
H 2.652 0.240 2.568
H 1.178 0.781 3.381
H -0.811 0.480 1.862
H -0.828 -0.846 3.038
H -1.458 -3.074 2.380
H -2.234 -4.665 0.639
H -2.343 -3.880 -1.741
H -1.932 -1.474 -2.202
H 0.982 -2.184 3.382
H 2.530 -1.776 2.646
H 1.476 -4.619 3.028
H 1.562 -6.500 1.399
H 1.562 -5.976 -1.045
H 1.493 -3.593 -1.750
H 1.626 3.191 2.945
H 1.986 5.010 1.280
H 2.201 4.396 -1.135
H 1.971 2.013 -1.782
C -3.823 2.412 0.142
C -2.436 2.552 -0.459
C -1.832 3.896 -0.135
O -1.608 1.494 0.199
B -1.673 0.451 -0.647
O -2.150 0.679 -1.880
C -2.364 2.142 -1.968
C -1.160 2.703 -2.701
C -3.635 2.388 -2.751
H -3.760 2.534 1.223
H -4.264 1.438 -0.077
H -4.489 3.182 -0.246
H -1.918 4.087 0.935
H -2.376 4.682 -0.661
H -0.784 3.945 -0.418
H -0.241 2.524 -2.142
H -1.269 3.776 -2.857
H -1.080 2.224 -3.676
H -4.485 1.856 -2.331
H -3.497 2.064 -3.782
H -3.861 3.455 -2.762
F 4.059 -1.965 0.318
C 3.497 -0.814 -0.176
F 4.195 0.201 0.428
C 3.777 -0.756 -1.704
F 2.455 -0.862 -2.255
F 4.459 -1.748 -2.217
F 4.244 0.397 -2.132
*
```

Computed properties:
⟨S²⟩   0.754
Orbital gap (spin up / spin down)   6.6 / 6.3 eV
E   -1982.86724 Ha

***

[2]
ORCA calculation (ωB97M-V with the def2-TZVPD basis set) on a molecular structure, C26H30CaCl3N5.

```
! RIJCOSX wB97M-V def2-TZVPD def2/J DEFGRID3
* xyz 0 1
Ca -0.902 -0.072 0.637
C -2.164 2.081 -0.337
C -1.717 2.418 0.962
C -0.303 2.501 0.927
C 0.121 2.211 -0.391
C -1.029 1.949 -1.173
C -1.049 1.722 -2.656
C 1.532 2.304 -0.897
C 0.586 2.913 2.064
C -2.584 2.693 2.158
C -3.595 2.009 -0.788
H -1.178 2.658 -3.210
H -1.868 1.064 -2.961
H -0.119 1.268 -3.009
H 1.776 3.316 -1.237
H 1.709 1.634 -1.742
H 2.261 2.054 -0.120
H 0.833 3.979 2.022
H 1.538 2.372 2.059
H 0.115 2.724 3.029
H -2.765 3.763 2.297
H -2.132 2.318 3.080
H -3.560 2.213 2.064
H -3.986 2.997 -1.052
H -4.252 1.609 -0.011
H -3.710 1.375 -1.670
N 3.772 -0.490 1.292
C 2.437 -0.479 1.435
N 1.587 -0.702 0.491
C 2.057 -0.995 -0.785
N 1.274 -1.278 -1.774
N -0.059 -1.253 -1.420
C -0.869 -1.594 -2.339
C -2.311 -1.617 -2.042
C -3.230 -2.028 -2.996
C -4.573 -2.066 -2.652
C -4.946 -1.701 -1.371
C -3.958 -1.296 -0.483
N -2.674 -1.244 -0.808
C 3.505 -0.982 -1.023
C 4.063 -1.214 -2.283
C 5.431 -1.193 -2.452
C 6.267 -0.942 -1.363
C 5.737 -0.709 -0.113
C 4.354 -0.729 0.050
H 4.354 -0.317 2.094
H 2.057 -0.264 2.428
H -0.518 -1.873 -3.332
H -2.894 -2.313 -3.984
H -5.315 -2.381 -3.374
H -5.980 -1.722 -1.057
H -4.198 -1.000 0.532
H 3.395 -1.406 -3.109
H 5.857 -1.372 -3.430
H 7.341 -0.927 -1.498
H 6.380 -0.511 0.736
Cl 1.174 -4.628 5.561
C 0.853 -3.267 4.477
Cl 1.658 -3.468 2.909
H 1.224 -2.361 4.936
H -0.213 -3.201 4.301
Cl -0.391 -0.280 3.474
C -1.870 -1.175 2.677
H -2.682 -0.871 3.341
H -1.656 -2.224 2.911
*
```

Computed properties:
ΔE to the lowest compared entry with this formula, charge and spin   0.0 kJ/mol
Orbital gap   5.9 eV
E   -3340.78392 Ha

***

[3]
ORCA calculation (ωB97M-V with the def2-TZVPD basis set) on a molecular structure, C26H30ClCoN4O4.

```
! RIJCOSX wB97M-V def2-TZVPD def2/J DEFGRID3
* xyz 2 1
Co 0.776 0.686 -0.818
C -1.473 3.907 5.022
C -0.869 2.991 3.991
C 0.096 2.061 4.304
C 0.639 1.172 3.351
C 1.594 0.242 3.867
N 1.811 -0.993 3.530
C 0.995 -1.871 2.676
C -0.451 -1.930 3.172
C -1.302 -2.874 2.339
N -1.352 -2.375 0.961
C -1.753 -3.047 -0.071
C -1.606 -2.610 -1.415
C -2.019 -3.488 -2.439
C -1.771 -3.244 -3.769
C -2.217 -4.173 -4.865
C -1.035 -2.090 -4.053
C -0.595 -1.199 -3.083
C 0.169 -0.046 -3.510
N 0.770 0.775 -2.742
C 1.377 1.977 -3.342
C 0.725 3.237 -2.746
C -0.594 2.949 -2.044
N -0.344 2.226 -0.779
C -0.885 2.698 0.277
C -0.632 2.307 1.646
C -1.203 3.092 2.640
C 0.308 1.293 1.970
O 0.903 0.570 1.084
C -0.922 -1.404 -1.725
O -0.633 -0.563 -0.774
H -1.375 3.492 6.023
H -2.532 4.072 4.827
H -0.980 4.881 5.015
H 0.431 1.978 5.333
H 2.206 0.583 4.698
H 2.570 -1.451 4.019
H 1.451 -2.858 2.740
H 1.078 -1.518 1.649
H -0.908 -0.939 3.151
H -0.471 -2.267 4.210
H -2.311 -2.928 2.746
H -0.884 -3.883 2.331
H -0.962 -1.452 0.735
H -2.167 -4.036 0.112
H -2.542 -4.396 -2.154
H -2.917 -4.916 -4.488
H -1.368 -4.701 -5.300
H -2.710 -3.623 -5.666
H -0.786 -1.876 -5.089
H 0.228 0.124 -4.584
H 1.232 1.927 -4.421
H 2.444 1.968 -3.142
H 0.542 3.958 -3.542
H 1.403 3.710 -2.035
H -1.262 2.350 -2.665
H -1.102 3.885 -1.814
H -1.553 3.550 0.155
H -1.912 3.858 2.339
Cl 4.910 0.366 -2.734
C 4.437 -0.148 -1.098
C 2.988 0.180 -0.907
O 2.091 -0.716 -0.869
O 2.581 1.380 -0.833
H 5.049 0.390 -0.380
H 4.591 -1.220 -1.019
*
```

Computed properties:
ΔE to the lowest compared entry with this formula, charge and spin   0.0 kJ/mol
Orbital gap   7.6 eV
E   -3371.29333 Ha

***

[4]
ORCA calculation (ωB97M-V with the def2-TZVPD basis set) on 2 unconnected molecules or ions with the total composition C26H30F4IN4O6S at a distorted geometry.

```
! RIJCOSX wB97M-V def2-TZVPD def2/J DEFGRID3
* xyz -1 1
C 3.257 -2.535 4.060
C 4.052 -1.239 4.004
C 4.924 -1.109 2.756
C 4.110 -1.252 1.480
O 4.467 -0.232 0.489
C 3.375 0.390 -0.028
C 3.090 1.683 0.365
N 3.918 2.329 1.311
C 1.943 2.342 -0.188
S 1.587 4.021 0.249
O 2.610 4.640 1.029
O 0.253 4.136 0.767
C 1.640 4.977 -1.379
F 2.552 5.920 -1.298
F 1.924 4.197 -2.419
F 0.457 5.539 -1.587
C 1.100 1.676 -1.070
C -0.174 2.232 -1.660
C -1.391 1.443 -1.080
C -2.353 2.290 -0.240
N -2.879 1.541 0.912
C -4.324 1.494 1.001
C -4.926 0.309 0.275
C -4.158 -0.656 -0.375
C -4.740 -1.753 -1.008
C -6.124 -1.905 -1.023
C -6.904 -0.941 -0.386
C -6.312 0.138 0.260
O -7.133 1.069 0.899
C 1.430 0.356 -1.462
N 0.603 -0.279 -2.346
C 0.916 -1.486 -2.710
C -0.005 -2.158 -3.682
C -0.867 -3.330 -3.130
C -0.848 -3.537 -1.644
O -0.564 -4.584 -1.158
O -1.215 -2.484 -0.888
C 2.110 -2.090 -2.204
I 2.701 -3.997 -2.924
N 2.914 -1.548 -1.358
C 2.561 -0.286 -0.964
H 2.184 -2.377 3.946
H 3.468 -3.004 5.045
H 3.581 -3.247 3.296
H 3.388 -0.368 4.034
H 4.674 -1.177 4.891
H 5.435 -0.146 2.793
H 5.704 -1.867 2.793
H 3.059 -1.143 1.739
H 4.244 -2.228 1.026
H 4.420 1.642 1.856
H 4.601 2.900 0.828
H -0.324 3.266 -1.397
H -0.142 2.111 -2.735
H -1.924 0.927 -1.871
H -1.015 0.659 -0.432
H -1.882 3.204 0.108
H -3.183 2.593 -0.877
H -2.490 1.904 1.767
H -4.629 1.408 2.042
H -4.801 2.395 0.601
H -3.085 -0.568 -0.384
H -4.113 -2.493 -1.483
H -6.596 -2.739 -1.516
H -7.979 -1.041 -0.388
H -7.385 0.702 1.750
H -0.695 -1.386 -4.005
H 0.540 -2.466 -4.568
H -0.512 -4.259 -3.554
H -1.892 -3.220 -3.474
H -0.757 -2.591 -0.041
F 4.528 -2.711 6.565
*
```

Computed properties:
Orbital gap   4.6 eV
E   -2774.55793 Ha